1.
The following is a DFT calculation (ωB97M-V/def2-TZVPD) of a molecular structure, C35H73BrCl2N4SSbSiTi.

Last column: Mulliken charge in e.
Positions of all 119 atoms, in Å:
Ti: -1.01738 0.09175 1.11714  0.319
C: -2.20379 2.86923 2.94985  0.318
C: -2.70060 1.53500 3.47937  -0.927
N: -1.79972 0.40962 3.11340  0.337
C: -2.22692 -0.86995 3.74235  -1.049
C: -1.36481 -2.00177 3.20631  -0.620
N: -1.30062 -1.90418 1.72364  0.318
C: -2.10872 -2.88192 0.95444  -0.466
C: -3.59024 -2.50259 0.82760  -1.074
C: -3.91072 -1.01571 0.61376  -0.784
N: -2.82397 -0.28156 -0.08892  1.975
C: -3.27371 1.00748 -0.70441  -1.040
C: -2.09157 1.96472 -0.76195  -0.340
N: -1.55852 2.09999 0.63162  0.574
C: -2.36803 3.05079 1.45054  -0.995
H: -1.16094 3.00969 3.23853  -0.991
H: -2.77215 3.66192 3.43931  0.549
H: -3.69250 1.30957 3.07784  0.353
H: -2.78964 1.57130 4.56663  0.526
H: -0.86451 0.63359 3.47451  0.050
H: -3.27677 -1.02836 3.49290  0.449
H: -2.15394 -0.80715 4.82967  0.576
H: -1.75782 -2.97216 3.51017  0.441
H: -0.35386 -1.91195 3.60427  0.251
H: -0.31688 -2.03101 1.44303  -0.235
H: -2.02424 -3.86696 1.41550  0.675
H: -1.65545 -2.95133 -0.03376  -0.334
H: -4.14591 -2.84043 1.70371  0.435
H: -3.98121 -3.07329 -0.01691  0.439
H: -4.07789 -0.50912 1.56542  0.199
H: -4.83693 -0.92620 0.04413  0.631
H: -2.49120 -0.87046 -0.85098  -0.860
H: -4.06741 1.41332 -0.07774  0.486
H: -3.69238 0.83893 -1.69729  0.478
H: -2.37851 2.93195 -1.17854  0.457
H: -1.30742 1.54330 -1.39518  -0.186
H: -0.60972 2.50113 0.59614  -0.219
H: -2.10117 4.06675 1.15663  0.308
H: -3.41704 2.90168 1.19229  0.415
Cl: 4.15948 1.58728 0.23216  -0.116
C: 3.04353 1.24818 -1.07436  0.150
Cl: 1.51711 2.17473 -0.94185  -0.154
H: 2.77733 0.19698 -1.05491  -0.282
H: 3.50239 1.54086 -2.01066  0.486
C: 1.50361 -4.05829 -5.02261  -1.664
C: 1.55615 -3.18394 -3.74753  2.598
C: 1.53834 -4.11112 -2.51916  -1.840
C: 2.90951 -2.45647 -3.72180  -1.887
Si: 0.10467 -1.96864 -3.81161  -2.183
Br: 0.01920 -1.22482 -1.51465  -0.088
C: -1.60866 -2.75971 -4.03496  2.937
C: -1.85138 -2.94918 -5.55103  -1.773
C: -2.76613 -1.92921 -3.45924  -1.674
C: -1.70499 -4.13603 -3.35875  -1.929
C: 0.38547 -0.37315 -4.78488  2.880
C: -0.88628 0.48312 -4.87945  -1.730
C: 1.46463 0.52934 -4.16952  -1.500
C: 0.82646 -0.75792 -6.21701  -1.753
H: 2.38468 -4.70567 -5.03465  0.550
H: 1.52176 -3.47110 -5.94158  0.318
H: 0.62838 -4.70533 -5.05404  0.329
H: 2.39509 -4.78700 -2.59371  0.576
H: 0.64622 -4.72669 -2.45348  0.331
H: 1.64268 -3.55400 -1.58803  0.335
H: 3.70245 -3.20804 -3.67411  0.631
H: 3.01350 -1.81568 -2.84271  0.184
H: 3.08921 -1.85838 -4.61266  0.345
H: -1.95735 -2.00342 -6.07989  0.344
H: -2.78163 -3.50674 -5.69206  0.590
H: -1.05737 -3.51812 -6.03608  0.326
H: -2.75545 -0.88178 -3.74905  0.180
H: -2.76589 -1.99440 -2.36843  0.110
H: -3.71109 -2.36019 -3.80344  0.607
H: -1.04012 -4.87514 -3.79930  0.382
H: -2.72605 -4.51225 -3.47715  0.583
H: -1.49175 -4.08133 -2.28786  0.117
H: -1.24562 0.78365 -3.89047  -0.045
H: -1.69892 -0.00791 -5.41130  0.316
H: -0.64678 1.39723 -5.43036  0.634
H: 1.14315 0.91872 -3.20562  -0.100
H: 1.61889 1.38345 -4.83647  0.517
H: 2.42400 0.03691 -4.04469  0.322
H: 0.10621 -1.39474 -6.73089  0.315
H: 1.79205 -1.26149 -6.23293  0.356
H: 0.92942 0.15781 -6.80564  0.553
S: 1.21338 0.15479 1.82624  0.687
C: 2.04991 -1.14344 2.71881  0.783
C: 2.01022 -2.48272 2.34106  -0.047
C: 2.69849 -3.43598 3.08116  -0.795
C: 3.44831 -3.05460 4.18463  -0.676
C: 3.52748 -1.71238 4.53049  -0.691
C: 2.83542 -0.75595 3.80109  -0.639
H: 1.50116 -2.79428 1.43384  0.155
H: 2.65921 -4.47538 2.78315  0.481
H: 3.98460 -3.79715 4.75931  0.409
H: 4.13580 -1.40294 5.37001  0.462
H: 2.90673 0.29100 4.06732  0.380
C: -0.07160 6.49297 2.60997  -1.075
C: 0.67575 5.62772 3.62827  -0.754
Sb: 1.38118 3.75053 2.82260  0.020
C: 1.13986 2.68967 4.69661  -0.205
C: 2.25337 2.92364 5.71930  -1.560
C: 3.45346 4.26608 2.95810  -0.786
C: 3.80583 5.30553 1.89263  -1.150
H: -0.36124 7.45485 3.03543  0.405
H: -0.98764 6.00521 2.26456  0.139
H: 0.53828 6.70050 1.72871  0.300
H: 0.04079 5.40186 4.48742  0.487
H: 1.55035 6.15885 4.00876  0.543
H: 1.04110 1.62116 4.48072  -0.010
H: 0.18422 3.03394 5.10251  0.549
H: 3.22321 2.58868 5.34830  0.359
H: 2.05477 2.38769 6.64943  0.382
H: 2.34687 3.98112 5.96899  0.391
H: 4.05615 3.36403 2.84697  0.416
H: 3.61643 4.65649 3.96242  0.499
H: 3.60956 4.93292 0.88543  0.233
H: 4.86162 5.57437 1.94414  0.387
H: 3.23170 6.22522 2.02504  0.295

**Charge**: +2
**Calculated total energy**: -186884.5526 eV
**HOMO-LUMO gap (spin up / spin down)**: 0.249 / 0.264 hartree
**Spin multiplicity**: 2
**LUMO energy (spin up / spin down)**: -0.207 / -0.191 Eh

2.
The following is a DFT calculation (ωB97M-V/def2-TZVPD) of a single H7PSi2 molecule in a non-equilibrium geometry.

Last column: Mulliken charge in e.
Positions of all 10 atoms, in Å:
Si: 1.74919 -0.13959 -0.13196  0.348
Si: -1.66102 0.08280 0.62158  0.432
P: 0.00846 1.15920 -0.61775  -0.217
H: 1.30928 -1.02464 0.98940  -0.115
H: 2.71984 0.98713 -0.14812  -0.062
H: 1.65214 -1.00923 -1.28584  -0.088
H: -0.89553 -1.05215 1.05779  -0.160
H: -2.61724 -0.43582 -0.31209  -0.110
H: 0.06652 0.52531 -1.89161  0.051
H: -2.33165 0.90699 1.71860  -0.079

**Charge**: 0
**Calculated total energy**: -25155.4006 eV
**HOMO-LUMO gap**: 0.351 hartree
**Spin multiplicity**: 1
**LUMO energy**: 0.030 Eh
**SMILES**: [SiH3]P[SiH3]

3.
The following is a DFT calculation (ωB97M-V/def2-TZVPD) of 6 unconnected molecules or ions with the total composition C5H20NO7 in a non-equilibrium geometry.

Last column: Mulliken charge in e.
Positions of all 33 atoms, in Å:
O: -2.31913 0.59786 0.79811  -0.815
C: -1.23329 0.17966 1.30745  0.516
O: -0.68057 0.56966 2.34619  -0.766
C: -0.56046 -1.00215 0.54657  -0.792
C: 0.06198 -0.58492 -0.77286  -0.515
C: 1.07272 0.55154 -0.68632  -0.388
C: 2.64165 1.71820 -2.23625  -0.869
N: 2.00369 0.43115 -1.83038  -0.271
H: -1.28181 -1.80548 0.41941  0.465
H: 0.25962 -1.34854 1.17680  0.027
H: -0.48136 -0.42166 -1.71115  0.358
H: 0.68874 -1.43273 -1.05811  0.352
H: 1.64545 0.40230 0.24272  0.141
H: 0.66616 1.53697 -0.65986  0.414
H: 2.07236 2.55846 -1.84132  0.282
H: 3.59570 1.80344 -1.74735  0.300
H: 2.70643 1.72104 -3.32210  0.293
H: 2.76355 -0.18905 -1.59192  0.276
H: -3.04586 -0.45685 -0.18773  0.416
H: -4.14958 -0.48226 -1.29389  0.248
O: -3.58804 -1.06601 -0.77908  -0.695
H: 1.03939 -1.73761 -3.06704  0.354
H: -0.28528 -2.71643 -3.21728  0.316
O: 0.66588 -2.60180 -3.26974  -0.688
H: -3.21270 1.94485 -1.68948  0.280
H: -2.03301 1.70689 -0.80430  0.388
O: -2.38823 2.36988 -1.43525  -0.692
H: 0.75999 0.54736 3.48125  0.425
H: 2.07483 1.24907 2.96525  0.281
O: 1.62488 0.91927 3.74494  -0.654
H: 2.16858 -1.48871 2.15601  0.344
H: 2.32032 -1.36861 3.63350  0.366
O: 2.68490 -1.86260 2.88176  -0.696

**Charge**: -1
**Calculated total energy**: -21334.4368 eV
**HOMO-LUMO gap**: 0.327 hartree
**Spin multiplicity**: 1
**LUMO energy**: 0.113 Eh

4.
The following is a DFT calculation (ωB97M-V/def2-TZVPD) of a molecular structure, C10H27ClIO2P2SZr in a non-equilibrium geometry.

Last column: Mulliken charge in e.
Positions of all 45 atoms, in Å:
C: 0.92094 -1.29814 -0.44566  -0.037
C: -0.05561 -1.12849 0.72661  0.292
H: 0.88840 -2.34332 -0.81838  0.420
H: 1.95220 -1.08375 -0.12847  0.304
H: 0.55915 -0.67044 -1.41348  -0.671
O: -0.30815 -2.03564 1.46331  -0.375
I: -0.90610 0.86054 0.71169  0.201
Zr: 1.11127 0.99309 -2.39043  0.358
P: -1.27053 -0.42008 -2.60215  1.078
C: -2.49858 -1.13928 -1.46196  -1.340
C: -2.33681 0.65789 -3.57637  -0.966
H: -2.98170 -0.01482 -4.16925  0.377
H: -1.96853 -2.19544 -3.99304  0.462
H: -1.73513 1.31043 -4.23089  0.445
H: -0.20684 -1.85355 -4.28484  0.388
H: -3.15157 -0.35392 -1.05697  0.451
H: -2.93481 1.25808 -2.87782  0.387
C: -0.99463 -1.95777 -3.52786  -1.224
H: -3.11211 -1.83334 -2.07160  0.518
H: -0.72315 -2.75480 -2.81779  0.386
H: -2.04250 -1.70437 -0.63917  0.289
P: 2.58408 1.49515 -0.36676  0.983
C: 2.35844 1.47366 1.45249  -1.240
C: 4.25116 0.71082 -0.35456  -1.290
H: 2.66030 3.53800 -1.70895  0.522
H: 3.93156 3.48135 -0.44650  0.351
H: 2.23102 3.83535 0.00088  0.391
C: 2.88043 3.25415 -0.66867  -1.101
H: 4.64510 0.59842 -1.36955  0.420
H: 4.92948 1.32630 0.25700  0.474
H: 3.33551 1.68227 1.91388  0.482
H: 2.01671 0.49228 1.81298  0.347
H: 4.16843 -0.28129 0.10809  0.408
H: 1.64380 2.24391 1.76206  0.416
Cl: 2.69439 -0.28693 -3.53544  -0.170
C: -2.34436 -1.82489 3.49841  -0.912
S: -1.39842 -0.29643 3.62416  0.591
C: -2.59980 0.64108 4.56799  -1.005
O: -0.17212 -0.50193 4.43435  -0.591
H: -3.35010 -1.56592 3.14392  0.359
H: -2.36912 -2.29396 4.49932  0.417
H: -1.82427 -2.45915 2.76186  0.304
H: -2.56472 0.29831 5.61101  0.384
H: -2.32764 1.70037 4.48950  0.356
H: -3.58504 0.44617 4.11706  0.360

**Charge**: +3
**Calculated total energy**: -66188.0560 eV
**HOMO-LUMO gap**: 0.142 hartree
**Spin multiplicity**: 1
**LUMO energy**: -0.460 Eh